# C24H23N6O5RhS

A molecular structure, C24H23N6O5RhS (ωB97M-V with the def2-TZVPD basis set, the Open Molecules 2025 dataset).

Each line ends with the natural charge from an NBO analysis.
Geometry (Å):
Rh: -0.74 0.63 0.58  1.0349
S: 1.24 2.64 1.85  2.3310
O: -0.87 -0.43 2.28  -0.7877
O: -0.76 -0.23 4.49  -0.6169
O: -1.21 -2.43 -4.30  -0.5394
O: 1.53 3.14 0.53  -0.9795
O: 1.48 3.47 3.00  -0.9520
N: -0.08 3.43 -2.46  -0.4970
N: -2.47 -0.83 -1.34  -0.2389
N: -0.68 -2.13 -0.75  -0.2281
N: -0.45 1.74 -1.15  -0.5154
N: -0.30 2.15 1.84  -0.9632
N: -1.31 -0.91 -0.59  -0.0201
C: 0.98 -3.57 0.12  -0.2676
C: -0.85 1.78 3.16  -0.3717
C: -0.52 -2.63 -2.06  0.0287
C: -1.36 -2.10 -3.11  0.3746
C: 0.66 2.38 -2.97  -0.0748
C: 1.18 -4.11 -1.20  -0.2084
C: 3.34 -1.37 2.27  0.0031
C: 0.41 1.34 -2.15  -0.0867
C: 2.16 1.14 2.03  -0.2814
C: -0.73 3.01 -1.36  0.4444
C: 3.03 -0.61 3.39  -0.1987
C: -4.34 0.20 -3.09  -0.2341
C: 0.09 -2.58 0.32  0.0196
C: 3.94 -2.74 2.41  -0.6348
C: -3.35 -0.62 -3.56  -0.1694
C: 2.47 0.41 0.88  -0.2485
C: -2.40 -1.17 -2.71  0.0442
C: 3.05 -0.84 1.01  -0.2109
C: -0.80 0.27 3.39  0.7682
C: -4.40 0.50 -1.68  -0.2436
C: -3.46 0.00 -0.85  -0.0062
C: -1.65 3.87 -0.57  -0.6770
C: 2.45 0.64 3.28  -0.1965
C: 0.44 -3.62 -2.25  -0.1761
H: -1.48 3.69 0.49  0.2819
H: 3.25 -1.01 4.38  0.2183
H: -1.46 4.92 -0.78  0.2292
H: -3.26 -0.89 -4.60  0.2502
H: 0.78 0.33 -2.20  0.2263
H: -1.90 2.07 3.17  0.2140
H: -5.08 0.62 -3.76  0.2209
H: 3.21 -3.45 2.81  0.2213
H: -2.69 3.64 -0.82  0.2326
H: -0.36 2.31 3.97  0.2475
H: 1.27 2.48 -3.84  0.2317
H: -0.11 4.36 -2.82  0.4271
H: 4.29 -3.12 1.45  0.2138
H: 2.21 1.22 4.17  0.2441
H: -0.12 -2.12 1.27  0.2780
H: 0.56 -3.99 -3.26  0.2496
H: -5.20 1.10 -1.27  0.2300
H: 3.30 -1.41 0.12  0.2129
H: 1.54 -3.93 0.96  0.2314
H: 1.91 -4.89 -1.36  0.2210
H: -3.45 0.16 0.22  0.2293
H: 2.28 0.84 -0.09  0.2392
H: 4.79 -2.73 3.09  0.2257

Properties
**HOMO energy (alpha / beta)**: -6.33 / -8.43 eV
**Orbital gap (alpha / beta)**: 6.2 / 5.7 eV
**Total charge**: 0
**2S+1**: 5
**⟨S²⟩**: 6.058
**Energy**: -58278.961 eV